{
  "formula": "C4H7ClFN",
  "method": "ωB97M-V/def2-TZVPD",
  "symbols": ["N", "C", "C", "C", "Cl", "C", "F", "H", "H", "H", "H", "H", "H", "H"],
  "positions_angstrom": [[-1.268, -0.479, 0.870], [-0.217, -0.665, -0.134], [1.131, -0.405, 0.403], [1.488, 0.682, 1.130], [0.483, 1.766, 1.941], [-0.490, 0.111, -1.427], [-0.791, 1.419, -1.126], [-2.121, -0.834, 0.451], [-1.409, 0.496, 1.091], [-0.301, -1.731, -0.373], [1.986, -1.006, 0.044], [2.544, 0.874, 1.215], [-1.390, -0.328, -1.948], [0.355, 0.100, -2.137]],
  "forces_ev_per_a": [[-0.18, -0.29, -0.31], [-0.97, -0.84, 0.27], [1.37, 1.91, 0.52], [0.57, -2.28, -1.29], [-0.38, 0.82, 0.32], [-0.58, -0.80, -0.78], [0.08, 0.39, 0.03], [-0.16, 0.12, 0.26], [-0.05, 0.04, -0.09], [0.26, 0.04, -0.30], [-0.63, 0.37, 0.06], [0.09, 0.15, 0.48], [0.77, 0.39, 0.50], [-0.20, -0.01, 0.34]],
  "nbo_charge": [-0.82, -0.15, -0.21, -0.23, 0.03, 0.05, -0.37, 0.35, 0.37, 0.21, 0.22, 0.21, 0.16, 0.17],
  "multiplicity": 1,
  "gap_ev": 10.185
}